[1]
Formula: C35H42NO4P2SiV
Source: OMol25
Level of theory: ωB97M-V with the def2-TZVPD basis set

* highest occupied orbital energy (alpha / beta): -8.09 / -7.71 eV
* strongest force on any atom: 3.944 eV Å⁻¹
* E: -98800.3128 eV
* frontier orbital gap (alpha / beta): 0.280 / 0.265 Eh
* spin multiplicity: 3

Cartesian coordinates (Å):
1 V 0.12267 -0.28321 -0.48864
2 N 0.79398 -0.63342 2.63492
3 P 0.69187 0.77376 1.64532
4 C 0.74722 2.06428 2.94633
5 C 1.18279 1.79494 4.23703
6 C 1.42153 2.83465 5.11565
7 C 1.21773 4.14492 4.71542
8 C 0.75524 4.41595 3.43737
9 C 0.52284 3.37815 2.55198
10 C 2.46269 0.93043 1.19724
11 C 3.50732 0.85735 2.11308
12 C 4.81473 0.94547 1.67014
13 C 5.08815 1.12890 0.32219
14 C 4.05107 1.23644 -0.59071
15 C 2.74333 1.13148 -0.14830
16 P 1.09996 -2.09133 1.68342
17 C 2.93397 -2.12017 1.80085
18 C 3.63873 -2.01753 0.60617
19 C 5.02182 -2.02371 0.60912
20 C 5.70574 -2.15496 1.80597
21 C 5.00599 -2.29775 2.99338
22 C 3.62455 -2.28451 2.99443
23 C 0.71132 -3.36355 2.93964
24 C 0.40060 -4.62339 2.43664
25 C 0.10811 -5.66576 3.29679
26 C 0.13284 -5.46165 4.66643
27 C 0.43866 -4.20947 5.17186
28 C 0.71355 -3.15769 4.31549
29 H -0.11783 -0.75951 3.08404
30 H 1.33712 0.77155 4.54725
31 H 1.78052 2.62317 6.11254
32 H 1.41210 4.95501 5.40306
33 H 0.58742 5.43704 3.13141
34 H 0.16824 3.57569 1.54771
35 H 3.29948 0.71624 3.16287
36 H 5.62563 0.85674 2.37803
37 H 6.11242 1.19001 -0.01522
38 H 4.25701 1.39467 -1.64067
39 H 1.90219 1.22300 -0.84674
40 H 3.09960 -1.93799 -0.33349
41 H 5.56815 -1.92040 -0.31630
42 H 6.78630 -2.16253 1.81497
43 H 5.54268 -2.42949 3.92218
44 H 3.08719 -2.42190 3.92019
45 H 0.37318 -4.77489 1.36697
46 H -0.14653 -6.63638 2.90041
47 H -0.08647 -6.27871 5.33951
48 H 0.46344 -4.04974 6.24100
49 H 0.93082 -2.17994 4.72255
50 O -2.00149 -3.22938 0.60258
51 C -1.31281 -2.41982 0.03095
52 O -1.26651 -1.15811 0.18278
53 C -0.20114 -2.83054 -1.03914
54 O -0.00086 -3.98464 -1.33665
55 O 0.38721 -1.77259 -1.41055
56 C -1.50307 -1.02763 -3.59620
57 Si -1.14667 0.49421 -2.46632
58 C -0.01602 1.64122 -3.60526
59 C 0.18423 3.00166 -2.93772
60 C 1.34732 0.96499 -3.79211
61 C -0.63226 1.86151 -4.98572
62 C -2.90710 1.23304 -1.97074
63 C -3.59038 1.94956 -3.13673
64 C -2.77326 2.20383 -0.79587
65 C -3.80550 0.06985 -1.54337
66 H -2.16123 -0.80021 -4.43138
67 H -1.95431 -1.83105 -3.02016
68 H -0.57135 -1.41388 -4.00086
69 H 0.54831 2.88733 -1.91337
70 H -0.76023 3.53809 -2.90831
71 H 0.90242 3.60939 -3.49068
72 H 1.74483 0.58866 -2.84527
73 H 2.06997 1.66604 -4.21121
74 H 1.26841 0.12038 -4.47115
75 H -1.60340 2.33555 -4.90618
76 H -0.75391 0.91968 -5.51094
77 H 0.00749 2.50252 -5.59137
78 H -3.08500 2.88215 -3.37481
79 H -4.62430 2.18537 -2.88424
80 H -3.60597 1.31969 -4.02155
81 H -2.17763 3.06829 -1.07890
82 H -2.29162 1.70969 0.05304
83 H -3.75485 2.55617 -0.47708
84 H -3.95375 -0.62506 -2.36652
85 H -4.78664 0.43782 -1.23868
86 H -3.36934 -0.47324 -0.70597


[2]
Formula: C35H43BeBrCl2F9N2O9S
Source: OMol25
Level of theory: ωB97M-V with the def2-TZVPD basis set

* total charge: -1
* highest occupied orbital energy: -4.73 eV
* strongest force on any atom: 2.855 eV Å⁻¹
* E: -189176.2326 eV
* frontier orbital gap: 0.198 Eh

Cartesian coordinates (Å):
1 C 7.07901 -2.46494 -0.41645
2 C 6.12605 -2.07146 0.41863
3 C 5.40682 -0.74215 0.32852
4 C 4.18558 -0.76882 -0.64532
5 C 4.77067 -0.69590 -2.06545
6 C 5.40418 0.65614 -2.39815
7 O 6.38217 0.47442 -3.43838
8 C 7.66170 0.70114 -3.01857
9 O 8.44638 -0.21407 -2.97266
10 C 8.07732 2.11394 -2.67122
11 C 8.36490 2.20827 -1.15048
12 C 3.20694 0.38140 -0.41300
13 C 1.74299 -0.02643 -0.17979
14 C 1.18718 -0.60768 -1.51682
15 C -0.07040 0.03597 -2.05221
16 C -0.97544 -0.73004 -2.78755
17 C -2.09348 -0.14804 -3.35965
18 C -2.34608 1.21547 -3.22179
19 C -1.45554 1.96724 -2.46451
20 C -0.32956 1.38951 -1.89578
21 C 1.56919 -0.98229 1.03037
22 C 2.17177 -0.25411 2.24893
23 O 1.65252 1.06660 2.30388
24 O 2.12294 1.58102 3.54378
25 C 0.11479 -1.42647 1.27230
26 F -0.64620 -0.29932 1.28130
27 F -0.38031 -2.17112 0.27376
28 C -0.17610 -2.20882 2.60759
29 F 0.89824 -2.84562 3.10469
30 F -1.08149 -3.17113 2.32662
31 C -0.81950 -1.38855 3.76475
32 F -0.25064 -0.19579 3.98470
33 F -2.12358 -1.18406 3.48918
34 C -0.77160 -2.14737 5.13153
35 F -1.55844 -1.49902 6.01308
36 F 0.45087 -2.11114 5.65035
37 F -1.22886 -3.38562 5.03951
38 S 2.70962 -2.40753 0.72157
39 O 1.95090 -3.58561 0.42474
40 O 3.50466 -2.57003 1.90816
41 O 3.58093 -2.10499 -0.55678
42 H 7.46826 -3.47460 -0.34947
43 H 7.52635 -1.81796 -1.16435
44 H 5.87486 -2.72953 1.24151
45 H 5.10549 -0.48170 1.34450
46 H 6.15327 -0.01535 0.00982
47 H 3.92120 -0.82985 -2.74202
48 H 5.43276 -1.53721 -2.26470
49 H 5.78841 1.20020 -1.53513
50 H 4.62732 1.29044 -2.82890
51 H 7.34186 2.86980 -2.97699
52 H 9.00947 2.29189 -3.20874
53 H 7.45813 2.50724 -0.62366
54 H 8.64829 1.21483 -0.80140
55 H 9.17668 2.90656 -0.95951
56 H 3.59710 0.98199 0.41232
57 H 3.14798 1.07864 -1.24903
58 H 1.24069 0.92518 -0.01129
59 H 1.04360 -1.68906 -1.48771
60 H 1.94489 -0.45243 -2.28906
61 H -0.78080 -1.79078 -2.94337
62 H -2.75470 -0.79153 -3.96291
63 H -3.21289 1.63377 -3.72232
64 H -1.63628 3.02946 -2.34727
65 H 0.41407 1.97075 -1.32154
66 H 1.97190 -0.75163 3.19699
67 H 3.25434 -0.18705 2.16842
68 H 1.32476 1.92744 3.96348
69 N -5.40884 1.90686 -4.65662
70 C -5.98149 2.08543 -5.84577
71 C -7.30885 2.44473 -6.01565
72 C -8.08990 2.62364 -4.88486
73 C -7.51312 2.44017 -3.63994
74 C -6.17238 2.08618 -3.58124
75 H -5.33524 1.92986 -6.70311
76 H -7.71843 2.57807 -7.00780
77 H -9.13279 2.90115 -4.97284
78 H -8.08466 2.56693 -2.73015
79 H -5.67957 1.93642 -2.62603
80 C -5.84370 0.77688 0.76196
81 C -6.78377 1.85512 0.47954
82 N -7.52200 2.70851 0.25896
83 H -5.64407 0.21039 -0.14604
84 H -4.90891 1.19479 1.13194
85 H -6.26733 0.11281 1.51483
86 Cl 7.31965 4.97795 -2.64950
87 O -7.95308 -1.49832 2.82211
88 C -7.27383 -1.61978 3.80400
89 O -6.64135 -0.53130 4.27818
90 C -5.92458 -0.49936 5.51459
91 C -4.50603 -0.99685 5.34444
92 C -7.04590 -2.96162 4.45766
93 H -6.46838 -1.03693 6.29349
94 H -5.91089 0.54744 5.81443
95 H -4.48607 -2.03990 5.02520
96 H -3.95601 -0.91363 6.28052
97 H -3.98846 -0.41865 4.58414
98 H -6.26076 -3.48640 3.91507
99 H -7.96891 -3.53198 4.38826
100 H -6.78039 -2.90447 5.51049
101 Be -2.47564 -2.51820 -4.82520
102 Br 1.82009 3.67797 -1.25171
103 Cl 5.84808 4.63642 -3.96810


Question: Among the records above, which one has the highest E?
Answer: C35H42NO4P2SiV


Question: What is the strongest force on any atom in the first record?
Answer: 3.944 eV Å⁻¹


Question: What is the formula in the second record?
Answer: C35H43BeBrCl2F9N2O9S